[1]
Below is a structure of composition C45H50BF10N6O4SbTeTi in a non-equilibrium geometry, with properties calculated with ωB97M-V/def2-TZVPD.

Positions of all 119 atoms, in Å:
Ti: -0.026 0.425 0.289
C: -1.264 3.944 7.070
C: -0.207 4.405 6.066
N: 0.091 3.404 5.067
C: -0.512 3.498 3.838
C: -0.311 2.632 2.825
C: -1.082 2.891 1.549
O: -1.803 3.874 1.496
O: -0.935 2.014 0.621
C: 0.601 1.528 2.996
O: 0.862 0.653 2.086
C: 1.236 1.449 4.258
C: 2.218 0.443 4.472
C: 2.843 0.354 5.669
F: 3.833 -0.584 5.831
C: 2.539 1.160 6.759
C: 1.580 2.191 6.562
C: 0.973 2.361 5.323
N: 3.064 0.828 8.066
C: 2.546 -0.505 8.413
C: 3.202 -1.079 9.652
N: 4.671 -1.087 9.366
C: 5.150 0.332 9.296
C: 4.524 0.943 8.055
H: -1.470 4.735 7.794
H: -0.928 3.055 7.605
H: -2.187 3.695 6.547
H: 0.716 4.680 6.584
H: -0.568 5.292 5.546
H: -1.194 4.324 3.687
H: 2.458 -0.230 3.669
H: 1.362 2.835 7.403
H: 2.682 -1.236 7.603
H: 1.474 -0.397 8.574
H: 2.857 -2.094 9.836
H: 3.035 -0.461 10.533
H: 4.791 -1.511 8.437
H: 5.193 -1.638 10.042
H: 6.237 0.352 9.240
H: 4.822 0.833 10.205
H: 4.986 0.466 7.182
H: 4.765 2.006 8.006
F: -0.458 1.539 -2.063
Sb: -0.270 2.332 -3.812
F: -1.944 3.177 -3.501
F: -1.123 0.776 -4.511
F: -0.307 3.083 -5.584
F: 1.397 1.521 -4.261
F: 0.630 3.905 -3.249
B: -3.610 -1.839 -1.762
C: -2.417 -0.986 -1.235
N: -1.518 -0.423 -0.771
H: -3.518 -2.888 -1.154
H: -3.500 -2.006 -2.955
H: -4.636 -1.259 -1.478
C: 0.836 -1.484 -2.428
C: 0.997 -1.932 -0.987
O: 0.995 -3.156 -0.736
N: 1.225 -0.989 -0.065
Te: 2.216 -2.237 1.633
C: 3.060 -2.784 3.746
C: 2.040 -2.827 4.719
C: 0.609 -2.511 4.368
C: 2.317 -3.199 6.032
C: 3.600 -3.531 6.437
C: 3.890 -3.968 7.854
C: 4.600 -3.526 5.476
C: 4.347 -3.188 4.146
C: 5.504 -3.313 3.186
C: 4.127 -1.848 0.717
C: 4.583 -2.658 -0.330
C: 3.916 -3.941 -0.755
C: 5.750 -2.302 -1.006
C: 6.484 -1.184 -0.661
C: 7.721 -0.782 -1.420
C: 6.043 -0.420 0.411
C: 4.880 -0.728 1.101
C: 4.485 0.153 2.252
H: 1.544 -2.041 -3.044
H: 1.031 -0.422 -2.541
H: -0.172 -1.711 -2.771
H: 0.515 -1.570 3.824
H: -0.014 -2.455 5.262
H: 0.200 -3.288 3.719
H: 1.502 -3.237 6.752
H: 3.088 -3.670 8.535
H: 4.843 -3.565 8.220
H: 3.971 -5.057 7.906
H: 5.608 -3.818 5.763
H: 6.234 -4.032 3.564
H: 6.015 -2.358 3.043
H: 5.157 -3.642 2.212
H: 3.220 -4.302 -0.003
H: 4.665 -4.709 -0.957
H: 3.338 -3.786 -1.666
H: 6.079 -2.927 -1.831
H: 8.205 -1.644 -1.882
H: 8.435 -0.290 -0.758
H: 7.464 -0.076 -2.213
H: 6.612 0.457 0.703
H: 5.193 0.975 2.364
H: 4.450 -0.414 3.185
H: 3.501 0.579 2.063
N: -4.984 -3.570 4.517
C: -4.232 -2.973 3.877
C: -3.279 -2.236 3.118
C: -3.355 -0.843 3.036
C: -2.396 -0.138 2.331
C: -1.327 -0.760 1.663
C: -1.301 -2.161 1.744
C: -2.239 -2.889 2.452
H: -4.174 -0.326 3.522
H: -2.506 0.940 2.297
H: -0.547 -2.720 1.198
H: -2.187 -3.971 2.494
F: 2.922 1.070 0.217
C: 1.720 1.604 -0.216
F: 2.024 1.943 -1.494
F: 1.696 2.830 0.447

## Properties
**Multiplicity**: 3
**HOMO (spin up / spin down)**: -0.9 / -2.8 eV
**Total charge**: -2
**HOMO-LUMO gap (spin up / spin down)**: 2.332 / 4.162 eV

***

[2]
Below is a cluster of 2 separate species, C45H50NOSi in total in a non-equilibrium geometry, with properties calculated with ωB97M-V/def2-TZVPD.

Positions of all 98 atoms, in Å:
C: 6.619 -5.051 2.143
C: 5.414 -4.167 2.154
C: 5.546 -2.773 2.121
C: 4.430 -1.952 2.061
C: 3.122 -2.496 2.064
C: 1.949 -1.672 1.981
C: 0.704 -2.312 1.776
C: -0.454 -2.117 2.505
C: -1.558 -3.038 2.514
C: -2.813 -2.645 3.047
C: -3.935 -3.444 2.920
C: -3.844 -4.724 2.350
C: -5.069 -5.578 2.236
C: -2.592 -5.177 1.915
C: -1.466 -4.366 2.009
C: 3.008 -3.921 2.194
C: 4.134 -4.728 2.219
H: 6.315 -6.102 2.100
H: 7.247 -4.840 1.267
H: 7.237 -4.905 3.039
H: 6.545 -2.338 2.150
H: 4.537 -0.868 2.031
H: 2.002 -0.625 2.292
H: 0.689 -3.125 1.031
H: -0.538 -1.231 3.140
H: -2.891 -1.674 3.535
H: -4.907 -3.085 3.262
H: -4.806 -6.641 2.205
H: -5.726 -5.405 3.094
H: -5.645 -5.335 1.332
H: -2.519 -6.185 1.499
H: -0.493 -4.748 1.700
H: 2.020 -4.378 2.308
H: 4.037 -5.813 2.302
C: -3.125 3.152 -4.621
Si: -3.720 2.278 -3.093
C: -4.571 3.501 -1.969
C: -4.814 0.817 -3.463
O: -2.420 1.578 -2.346
C: -1.298 1.732 -1.489
C: -0.754 3.160 -1.702
C: -1.333 4.202 -0.970
C: -0.899 5.523 -1.141
C: 0.027 5.825 -2.142
C: 0.499 4.801 -2.967
C: 0.098 3.473 -2.767
C: -1.718 1.434 -0.043
C: -2.749 0.521 0.183
C: -3.208 0.290 1.481
C: -2.625 0.962 2.558
C: -1.557 1.837 2.339
C: -1.113 2.080 1.038
C: -0.370 0.546 -1.950
C: -1.067 -0.805 -2.290
C: -0.121 -1.892 -1.781
C: 1.179 -1.159 -1.433
N: 0.677 0.152 -1.029
C: 1.482 1.074 -0.441
C: 2.715 0.812 0.112
C: 3.700 1.884 0.071
C: 4.668 2.087 1.091
C: 5.519 3.192 1.056
C: 5.441 4.120 0.007
C: 4.523 3.916 -1.035
C: 3.674 2.812 -1.005
H: -3.980 3.521 -5.205
H: -2.491 4.011 -4.370
H: -2.544 2.476 -5.261
H: -5.572 3.703 -2.384
H: -4.695 3.098 -0.954
H: -4.029 4.456 -1.908
H: -5.689 1.129 -4.050
H: -4.275 0.051 -4.036
H: -5.184 0.352 -2.539
H: -2.135 3.994 -0.259
H: -1.308 6.307 -0.500
H: 0.359 6.856 -2.300
H: 1.182 5.016 -3.793
H: 0.424 2.689 -3.454
H: -3.222 0.031 -0.670
H: -4.019 -0.424 1.632
H: -2.987 0.790 3.575
H: -1.070 2.349 3.174
H: -0.301 2.792 0.874
H: 0.117 0.868 -2.896
H: -2.047 -0.897 -1.805
H: -1.217 -0.839 -3.380
H: -0.546 -2.325 -0.862
H: 0.017 -2.711 -2.495
H: 1.812 -1.626 -0.669
H: 1.787 -1.054 -2.359
H: 1.091 2.097 -0.473
H: 2.984 -0.158 0.518
H: 4.712 1.384 1.926
H: 6.250 3.346 1.855
H: 6.101 4.991 -0.003
H: 4.468 4.630 -1.861
H: 2.967 2.653 -1.824

## Properties
**HOMO**: -9.2 eV
**Total charge**: +1
**HOMO-LUMO gap**: 4.013 eV

***

Let's list relative energy (zero: lowest compared OMol25 entry of this formula, charge and spin) in order: 152.77, 74.87 kJ/mol.